No. 1
28
Properties=species:S:1:pos:R:3:forces:R:3:mulliken_charge:R:1 method="wB97M-V/def2-TZVPD" homo_lumo_gap_ev=4.0369 homo_ha=-0.0658 lumo_ev=2.246 total_charge=-1 spin_multiplicity=1
C 0.072 -0.284 -0.757 -0.391 -0.226 -0.090 -0.528
O 0.343 -1.459 -1.528 0.113 0.213 -0.198 -0.682
B 0.536 -2.633 -0.793 0.163 0.139 0.250 0.739
O 1.808 -3.187 -0.934 -0.193 -0.819 -0.169 -0.543
P -0.889 -3.542 0.313 0.140 0.109 0.486 -0.450
B -2.353 -2.752 -0.795 0.136 -0.145 0.116 0.308
O -3.004 -1.550 -0.503 -0.758 -0.200 -0.128 -0.503
O -2.818 -3.390 -1.956 0.118 0.450 -0.260 -0.585
H -0.926 -0.339 -0.316 0.067 0.065 0.018 0.206
H 0.126 0.579 -1.422 0.055 -0.042 -0.003 0.236
H 0.801 -0.155 0.043 0.037 0.014 -0.082 0.288
H 2.052 -3.312 -1.857 0.244 0.451 -0.031 0.236
H -0.817 -4.739 -0.606 0.017 0.041 -0.020 -0.114
H 0.165 -4.167 1.172 -0.154 0.037 -0.085 -0.022
H -0.965 -2.359 1.270 -0.096 -0.017 -0.004 -0.072
H -1.971 -4.258 1.161 -0.064 -0.073 -0.028 -0.045
H -3.474 -1.589 0.333 0.474 0.207 0.338 0.282
H -2.246 -3.145 -2.688 0.070 -0.311 -0.154 0.276
C 2.463 4.205 1.763 0.048 0.073 0.012 -0.977
S 0.843 3.471 1.492 -0.060 0.058 0.079 0.440
O 1.066 2.205 0.763 0.076 -0.004 -0.032 -0.505
C 0.298 4.677 0.273 -0.016 0.089 -0.020 -0.941
H 2.994 3.565 2.465 -0.009 -0.021 0.004 0.310
H 3.003 4.244 0.817 -0.014 -0.026 -0.013 0.297
H 2.347 5.203 2.187 0.006 -0.004 0.010 0.380
H 0.995 4.681 -0.565 0.011 -0.033 0.003 0.293
H 0.238 5.663 0.735 -0.012 0.000 -0.002 0.368
H -0.687 4.367 -0.067 -0.006 -0.025 0.005 0.308

No. 2
65
Properties=species:S:1:pos:R:3:forces:R:3:mulliken_charge:R:1 method="wB97M-V/def2-TZVPD" homo_lumo_gap_ev=6.7826 homo_ha=-0.3959 lumo_ev=-3.990 e_above_lowest_kcal_mol=87.1 total_charge=+1 spin_multiplicity=1
Ta -0.033 1.146 -0.937 0.012 -0.246 0.113 0.982
O -1.697 2.098 2.576 0.031 -0.025 0.030 -0.345
C -1.211 2.742 1.317 0.044 -0.019 -0.060 -1.141
O -0.258 1.959 0.822 0.132 0.072 0.048 -0.423
C -2.208 2.966 0.351 -0.045 -0.031 0.000 1.054
C -3.444 3.651 0.450 0.060 -0.010 0.021 -1.011
C -4.227 3.768 -0.660 -0.016 -0.016 -0.082 -0.294
C -3.815 3.197 -1.892 -0.026 0.036 0.065 -0.850
C -2.637 2.525 -1.911 -0.033 0.002 0.027 0.747
N -1.832 2.398 -0.828 -0.090 0.039 0.059 0.148
C -2.105 1.723 -3.043 0.212 -0.278 0.007 -0.009
O -2.505 1.692 -4.161 -0.059 0.047 0.000 -0.559
O -1.065 0.960 -2.598 -0.165 0.051 -0.070 -0.481
H -3.736 4.091 1.393 0.024 -0.005 0.012 0.548
H -5.170 4.293 -0.603 0.002 0.004 -0.006 0.481
H -4.414 3.259 -2.788 0.003 -0.003 -0.004 0.534
C 2.118 1.727 2.359 0.010 0.008 0.055 -1.248
Si 0.791 0.404 2.288 -0.037 0.047 -0.023 0.056
C -0.665 1.233 3.291 -0.117 0.081 -0.011 -0.888
C 1.321 -0.873 3.563 0.022 -0.022 0.001 -1.101
C 0.434 -0.450 0.628 -0.057 0.241 -0.234 1.334
Si -1.093 -1.563 0.661 -0.110 0.011 -0.046 0.285
C -1.140 -2.880 1.988 0.013 0.008 0.057 -1.365
C -2.657 -0.538 1.000 -0.015 0.023 0.021 -1.152
C -1.349 -2.369 -1.009 0.030 -0.014 -0.041 -0.990
Si 1.955 -1.430 0.133 -0.010 -0.079 0.025 -0.822
C 3.616 -0.651 0.489 0.033 -0.012 0.032 -1.218
C 2.065 -3.199 0.725 -0.062 -0.049 -0.023 -1.340
C 1.820 -1.423 -1.738 -0.015 0.042 -0.066 0.508
C 2.470 -2.349 -2.537 -0.001 0.005 0.001 -0.700
C 2.382 -2.267 -3.917 0.011 -0.026 -0.008 -0.507
C 1.642 -1.238 -4.466 -0.009 0.027 -0.008 -0.892
C 1.012 -0.344 -3.625 0.034 0.002 0.029 -0.390
N 1.079 -0.424 -2.282 0.071 -0.027 -0.031 1.074
H 2.520 1.733 3.376 0.012 0.010 -0.007 0.390
H 1.717 2.720 2.156 0.004 0.008 0.000 0.370
H 2.959 1.562 1.690 -0.005 -0.011 -0.017 0.350
H -1.297 0.542 3.848 0.040 -0.029 0.010 0.438
H -2.415 1.484 2.322 0.012 0.025 0.004 0.375
H -0.217 1.930 3.998 0.009 -0.026 0.018 0.494
H 1.313 -0.440 4.568 -0.009 0.020 -0.004 0.472
H 2.354 -1.177 3.376 -0.011 -0.026 -0.009 0.290
H 0.706 -1.772 3.581 0.000 -0.006 0.014 0.311
H -1.331 -2.451 2.974 0.006 -0.003 0.003 0.374
H -0.235 -3.479 2.050 -0.007 -0.016 0.009 0.382
H -1.969 -3.557 1.767 -0.016 0.015 -0.015 0.410
H -2.748 -0.349 2.077 -0.005 0.025 0.003 0.378
H -3.539 -1.129 0.737 0.020 -0.035 0.003 0.581
H -2.743 0.397 0.441 -0.003 0.005 0.013 0.253
H -0.510 -3.010 -1.291 -0.008 -0.009 0.000 0.301
H -1.492 -1.652 -1.823 -0.003 0.011 0.009 0.216
H -2.243 -2.995 -0.966 0.002 -0.007 -0.008 0.553
H 3.870 -0.647 1.551 0.009 0.027 -0.003 0.382
H 3.717 0.361 0.099 -0.008 -0.009 -0.016 0.319
H 4.360 -1.272 -0.018 0.015 0.005 0.013 0.429
H 2.035 -3.250 1.815 0.013 -0.004 0.004 0.423
H 3.016 -3.635 0.412 0.010 0.020 -0.018 0.449
H 1.266 -3.830 0.332 0.003 -0.006 0.016 0.409
H 3.044 -3.139 -2.071 0.002 0.003 0.008 0.429
H 2.885 -2.986 -4.550 0.001 -0.002 0.003 0.463
H 1.550 -1.108 -5.534 -0.005 0.004 0.001 0.450
H 0.433 0.463 -4.039 0.002 -0.005 -0.023 0.517
Se 1.903 2.733 -1.214 0.118 0.078 -0.006 -0.035
C 2.600 2.205 -2.842 -0.103 0.075 0.099 0.266
N 3.050 1.917 -3.862 0.030 -0.020 0.006 -0.466

No. 3
85
Properties=species:S:1:pos:R:3:forces:R:3:mulliken_charge:R:1 method="wB97M-V/def2-TZVPD" homo_lumo_gap_ev=8.4908 homo_ha=-0.2966 lumo_ev=0.420 e_above_lowest_kcal_mol=0.0 total_charge=0 spin_multiplicity=1
Al -1.294 -1.246 1.738 -0.325 -0.661 1.374 -1.612
C 3.600 3.748 3.448 0.539 0.975 -0.117 -1.596
C 3.068 4.005 2.033 -0.116 0.403 0.297 2.250
C 4.195 3.846 1.015 0.177 -0.197 0.320 -1.637
C 2.542 5.451 1.933 0.676 -0.628 -0.668 -2.213
C 1.960 3.002 1.861 -0.539 -1.165 -0.637 -0.538
C 2.150 1.604 1.826 0.635 0.518 -0.023 -0.518
C 1.081 0.729 1.782 0.165 -0.596 0.292 -0.626
Se 1.314 -1.203 1.753 0.180 0.068 -0.465 0.025
C 1.171 -1.599 -0.172 -1.059 0.646 1.259 -0.697
C 2.285 -1.673 -0.955 -0.608 -0.427 -2.216 -0.522
C 2.116 -1.964 -2.347 -1.055 -0.249 1.075 -0.606
C 0.798 -2.269 -2.789 1.450 0.484 0.978 -0.682
C -0.307 -2.129 -1.981 -0.990 -0.248 0.213 -0.593
C -0.141 -1.713 -0.664 1.536 -0.250 -0.768 1.060
O -1.189 -1.453 0.063 -0.929 -0.204 0.236 1.049
C -1.746 -2.424 -2.444 0.461 0.146 0.171 2.645
C -2.589 -1.124 -2.373 -1.435 0.079 0.237 -1.372
C -1.735 -2.851 -3.902 -0.345 -0.446 -0.941 -2.322
C -2.348 -3.625 -1.633 1.014 0.873 -0.073 -1.372
C 3.276 -1.956 -3.306 0.649 0.454 -0.262 2.264
C 3.936 -0.555 -3.271 0.282 -0.535 -0.621 -1.725
C 4.310 -3.020 -2.938 -0.229 -0.113 0.918 -1.768
C 2.846 -2.264 -4.735 -0.329 0.824 -1.202 -2.126
C -0.243 1.169 1.884 0.717 0.985 -0.122 1.497
O -1.234 0.383 2.234 -0.589 0.163 0.063 -0.245
C -0.447 2.522 1.667 -0.202 0.979 0.473 -0.297
C 0.649 3.398 1.740 -1.066 -0.282 -0.590 -0.053
C -1.854 3.101 1.530 -0.981 1.025 -0.626 2.302
C -1.803 4.464 0.797 1.220 0.115 -0.256 -2.005
C -2.510 3.340 2.882 -0.086 1.096 0.947 -1.673
C -2.819 2.251 0.668 0.589 0.058 0.714 -1.884
H 4.310 4.566 3.716 -0.619 -0.482 0.162 0.425
H 4.168 2.827 3.478 0.018 -0.340 0.079 0.370
H 2.738 3.673 4.117 0.406 0.179 0.242 0.364
H 5.126 4.353 1.340 -0.535 -0.139 -0.109 0.416
H 3.900 4.234 0.040 0.041 -0.118 -0.071 0.404
H 4.399 2.783 0.953 0.341 -0.139 -0.385 0.342
H 3.444 6.047 1.863 0.038 0.554 0.247 0.515
H 1.946 5.741 2.779 -0.276 0.203 0.334 0.341
H 1.993 5.612 0.996 0.025 -0.038 0.237 0.440
H 3.164 1.214 1.864 -0.111 -0.129 -0.090 0.461
H 3.214 -1.463 -0.489 0.938 0.028 0.008 0.580
H 0.629 -2.618 -3.778 0.177 -0.058 -0.582 0.704
H -2.302 -0.439 -3.162 0.448 0.205 -0.114 0.397
H -2.628 -0.561 -1.420 0.434 -0.568 -0.520 -0.107
H -3.665 -1.315 -2.608 0.653 -0.302 0.142 0.458
H -1.165 -2.217 -4.594 -0.428 0.446 0.347 0.459
H -2.788 -2.890 -4.244 0.587 -0.167 -0.056 0.398
H -1.253 -3.827 -4.063 -0.403 -0.019 0.307 0.433
H -2.103 -3.588 -0.566 -0.431 0.253 -0.295 -0.117
H -1.922 -4.546 -1.993 0.291 -0.374 -0.284 0.446
H -3.401 -3.675 -1.827 -0.722 0.013 0.217 0.435
H 4.331 -0.310 -2.300 0.212 -0.028 0.464 0.358
H 3.220 0.206 -3.519 -0.450 0.380 -0.188 0.400
H 4.756 -0.490 -4.007 -0.212 -0.103 0.271 0.432
H 4.785 -2.855 -1.972 -0.084 0.316 0.181 0.335
H 5.113 -3.033 -3.652 0.306 -0.225 -0.541 0.481
H 3.827 -3.993 -2.836 0.101 -0.085 -0.368 0.379
H 2.000 -1.641 -5.134 0.850 -0.247 0.518 0.387
H 2.517 -3.280 -4.835 -0.236 -0.722 0.089 0.441
H 3.688 -2.168 -5.454 -0.335 0.138 0.558 0.388
H 0.385 4.435 1.636 0.330 0.107 0.151 0.193
H -1.290 5.205 1.430 0.059 -0.115 -0.413 0.463
H -2.769 4.921 0.622 -0.450 -0.376 -0.061 0.454
H -1.275 4.350 -0.191 -0.415 0.300 0.909 0.377
H -1.913 4.028 3.551 -0.457 -0.660 -0.764 0.271
H -2.607 2.400 3.390 -0.106 -0.514 0.443 0.321
H -3.534 3.788 2.799 0.810 -0.353 -0.165 0.391
H -2.277 1.974 -0.225 -0.255 0.046 -0.668 0.453
H -3.726 2.845 0.496 0.262 -0.290 -0.298 0.540
H -3.077 1.332 1.171 -0.251 -0.194 0.156 0.217
C -4.098 -4.272 2.929 0.553 -1.057 0.487 -1.681
C -3.387 -3.334 1.995 1.815 0.851 0.050 1.221
C -4.351 -2.580 1.088 -0.034 -0.907 -0.369 -1.367
C -2.536 -2.262 2.829 -0.771 -0.935 -0.082 -1.023
H -4.714 -4.980 2.353 0.047 0.120 0.368 0.428
H -4.707 -3.730 3.650 -0.211 0.032 -0.038 0.347
H -3.338 -4.855 3.527 -0.810 0.454 -0.601 0.350
H -2.707 -3.977 1.339 -0.625 0.908 0.824 -0.056
H -5.103 -2.078 1.695 -0.090 0.162 -0.076 0.432
H -4.833 -3.341 0.458 -0.250 0.356 0.026 0.344
H -3.868 -1.876 0.400 0.019 -0.008 0.262 0.208
H -2.085 -2.726 3.725 0.095 -0.067 -0.460 0.560
H -3.264 -1.558 3.298 0.302 -0.184 -0.461 0.383

No. 4
84
Properties=species:S:1:pos:R:3:forces:R:3:mulliken_charge:R:1 method="wB97M-V/def2-TZVPD" homo_lumo_gap_ev=5.0439 homo_ha=-0.0884 lumo_ev=2.639 e_above_lowest_kcal_mol=0.0 total_charge=-1 spin_multiplicity=1
Pd 0.147 0.592 -0.608 0.062 0.005 -0.149 0.210
C -1.431 -0.601 2.310 -0.273 -0.648 -0.239 -1.104
C -0.599 0.579 2.750 0.438 0.540 0.361 -1.144
As -0.583 2.184 1.532 -0.310 0.030 0.031 0.703
C -0.849 3.590 2.966 0.522 -0.001 -0.033 0.159
C -2.060 3.600 3.658 0.125 0.384 0.167 -0.467
C -2.424 4.684 4.461 0.141 -0.426 -0.233 -0.538
C -1.581 5.783 4.581 0.217 -0.101 -0.073 -0.433
C -0.371 5.786 3.888 0.164 -0.429 -0.432 -0.599
C -0.001 4.705 3.073 -0.992 0.150 0.536 -0.481
C 1.372 2.359 1.447 0.038 0.043 0.041 0.121
C 2.166 2.284 2.594 0.634 0.044 -0.430 -0.131
C 3.562 2.250 2.483 -0.212 -0.124 -0.150 -0.815
C 4.174 2.276 1.225 -0.501 0.176 -0.092 -0.479
C 3.378 2.409 0.080 -0.197 0.002 0.372 -0.472
C 1.985 2.452 0.190 0.246 0.324 0.172 -0.444
As -0.836 -1.550 0.653 -0.187 0.117 -0.247 1.113
C -1.545 -3.407 1.108 0.165 -0.161 0.599 0.357
C -1.454 -4.140 2.314 -0.414 -0.248 -0.971 -0.379
C -1.959 -5.453 2.369 0.270 0.641 -0.095 -0.744
C -2.580 -6.031 1.258 -0.025 0.414 -0.114 -0.422
C -2.727 -5.284 0.083 0.215 0.221 0.545 -0.623
C -2.207 -3.989 0.020 0.062 -0.377 0.376 -0.413
C 1.072 -1.720 1.094 -0.132 -0.680 0.831 0.626
C 1.584 -2.489 2.149 0.721 0.579 -0.228 -0.504
C 2.961 -2.428 2.442 -0.625 -0.144 -0.092 -0.794
C 3.817 -1.626 1.697 -0.234 0.378 -0.278 -0.865
C 3.304 -0.867 0.635 0.761 -0.629 1.020 -0.602
C 1.963 -0.933 0.365 -0.493 0.074 -1.788 0.743
H -2.469 -0.315 2.108 0.072 0.015 -0.012 0.373
H -1.467 -1.397 3.065 0.060 0.295 0.151 0.660
H 0.456 0.289 2.874 -0.287 0.010 -0.011 0.277
H -0.937 0.976 3.722 0.002 -0.257 -0.237 0.719
H -2.751 2.763 3.554 0.086 0.069 0.018 0.342
H -3.372 4.628 4.976 -0.086 0.211 0.131 0.368
H -1.851 6.631 5.202 -0.026 -0.077 -0.039 0.351
H 0.303 6.631 3.950 -0.057 0.118 0.101 0.357
H 0.915 4.744 2.498 0.090 0.005 0.077 0.318
H 1.711 2.276 3.581 -0.024 -0.086 -0.118 0.465
H 4.160 2.175 3.389 -0.017 0.017 -0.190 0.351
H 5.254 2.204 1.132 -0.094 0.047 0.047 0.359
H 3.809 2.457 -0.913 0.183 0.016 0.059 0.404
H 1.360 2.591 -0.704 0.231 -0.088 0.296 0.233
H -0.999 -3.678 3.190 -0.131 -0.248 -0.120 0.239
H -1.850 -6.012 3.293 -0.092 -0.073 -0.050 0.363
H -2.976 -7.040 1.324 0.059 0.093 -0.029 0.346
H -3.253 -5.665 -0.782 0.010 -0.227 0.045 0.407
H -2.325 -3.425 -0.900 0.069 0.076 0.031 0.183
H 0.946 -3.135 2.745 0.084 0.168 -0.122 0.077
H 3.333 -3.032 3.263 0.126 0.054 -0.057 0.406
H 4.875 -1.580 1.921 0.043 -0.072 0.086 0.372
H 3.941 -0.246 0.020 0.059 -0.104 0.059 0.639
H 1.732 -0.544 -0.680 -0.383 -0.015 1.003 -0.820
C -0.031 -0.024 -4.072 -0.072 -0.138 0.768 -0.349
C 0.044 -0.906 -5.331 0.554 -0.708 -0.358 -0.813
N 0.958 -2.086 -5.146 -0.107 0.819 0.858 -0.233
C 2.292 -1.548 -4.748 -0.163 -0.330 -0.455 -0.872
C 2.216 -0.677 -3.476 -0.591 0.336 0.359 -0.482
N 0.811 -0.573 -2.948 0.100 -1.295 -1.748 0.170
C 0.313 -1.989 -2.718 0.292 0.700 0.175 0.052
C 0.447 -2.863 -3.975 0.339 -0.001 -0.815 -1.036
H -1.069 0.034 -3.721 0.304 0.050 0.146 0.036
H 0.282 1.000 -4.294 0.114 -0.084 0.185 0.540
H 0.407 -0.336 -6.191 0.144 -0.043 0.057 0.252
H -0.938 -1.283 -5.631 0.057 -0.081 0.209 0.361
H 2.725 -0.981 -5.585 -0.341 -0.051 0.070 0.257
H 2.973 -2.394 -4.598 -0.211 -0.027 0.049 0.398
H 2.576 0.343 -3.679 -0.195 -0.183 0.087 0.541
H 2.860 -1.091 -2.694 -0.160 0.002 0.095 0.134
H -0.739 -1.928 -2.414 0.307 0.195 0.099 -0.049
H 0.890 -2.437 -1.895 -0.187 0.298 -0.080 0.302
H -0.509 -3.319 -4.241 -0.086 0.186 -0.134 0.335
H 1.128 -3.709 -3.827 0.084 0.190 0.072 0.362
Br -5.706 2.614 -3.424 -0.533 0.207 -0.284 -0.254
C -4.105 2.092 -2.617 2.433 -0.605 1.036 -0.180
C -2.951 2.918 -2.652 -0.568 -0.460 0.046 -0.341
C -1.753 2.513 -2.037 -1.320 -0.162 -0.437 -0.149
C -1.656 1.272 -1.400 0.657 -0.436 0.501 -0.245
C -2.787 0.454 -1.362 -0.640 0.679 -0.569 0.348
C -3.994 0.851 -1.957 -0.062 0.509 -0.201 -0.556
H -3.002 3.871 -3.164 -0.051 0.093 -0.021 0.383
H -0.904 3.192 -2.077 -0.054 -0.005 0.011 0.309
H -2.751 -0.523 -0.861 -0.044 0.303 -0.219 0.005
H -4.857 0.201 -1.904 -0.162 -0.061 -0.033 0.406